Version w
18
Properties=species:S:1:pos:R:3 method="wB97M-V/def2-TZVPD" charge=0 gap_ha=0.333 smiles="C=CNC/C=C/C" homo_ev=-8.1 lumo_energy_ev=0.94 mol_weight_da=97.16
C -2.322 -0.449 2.625
C -1.388 -0.886 1.781
N -0.616 -0.025 0.925
C 0.764 -0.433 0.828
C 1.436 -0.158 -0.481
C 1.144 0.878 -1.322
C 0.875 0.814 -2.822
H -2.156 0.524 3.091
H -3.417 -0.793 2.518
H -1.318 -1.865 1.379
H -0.852 0.891 0.556
H 0.660 -1.609 1.020
H 1.412 0.033 1.544
H 2.061 -1.096 -0.959
H 1.319 1.909 -0.956
H 1.451 1.607 -3.357
H -0.164 0.826 -2.965
H 1.109 -0.166 -3.406

Version x
18
Properties=species:S:1:pos:R:3 method="wB97M-V/def2-TZVPD" charge=0 gap_ha=0.313 smiles="C=CCN/C=C/C" homo_ev=-7.4 lumo_energy_ev=1.11 mol_weight_da=97.16
C 2.359 0.033 -2.084
C 2.156 -1.069 -1.387
C 1.295 -1.182 -0.163
N 0.493 -0.026 0.132
C -0.676 0.006 0.862
C -1.488 1.062 0.915
C -2.851 0.982 1.553
H 1.685 0.869 -2.049
H 3.003 0.041 -2.944
H 2.635 -2.028 -1.571
H 0.611 -2.035 -0.240
H 1.973 -1.360 0.674
H 0.675 0.876 -0.275
H -1.061 -1.000 1.018
H -1.238 1.970 0.373
H -2.967 0.046 2.094
H -2.968 1.773 2.291
H -3.638 1.042 0.800

Stability order, top to bottom: version x, version w

Version w
13
Properties=species:S:1:pos:R:3 method="wB97M-V/def2-TZVPD" charge=0 gap_ha=0.294 homo_ev=-8.3 lumo_energy_ev=-0.33 mol_weight_da=111.10
C 1.981 -0.336 -0.097
N -1.523 1.067 -0.317
C -2.004 -0.110 0.078
C -0.413 -1.229 0.142
C 0.506 -0.177 0.112
C -0.210 1.016 0.200
O -3.111 -0.534 0.239
O -0.545 -2.393 0.312
H -2.003 1.861 -0.735
H 0.234 1.954 0.508
H 2.368 -1.175 0.482
H 2.215 -0.510 -1.148
H 2.503 0.567 0.224

Version x
13
Properties=species:S:1:pos:R:3 method="wB97M-V/def2-TZVPD" charge=0 gap_ha=0.322 smiles="O=Cc1cccn1O" homo_ev=-9.1 lumo_energy_ev=-0.33 mol_weight_da=111.10
O 2.480 -0.169 -0.297
C 1.658 -1.040 -0.028
C 0.284 -0.603 0.276
C -1.064 -1.160 0.156
C -1.934 -0.026 -0.086
C -1.210 1.191 -0.247
N 0.170 0.802 -0.090
O 1.204 1.869 0.341
H 1.865 -2.078 0.215
H -1.205 -2.249 0.009
H -2.981 -0.208 0.087
H -1.395 2.347 -0.382
H 2.127 1.323 0.046

Stability order, top to bottom: version w, version x

Version w
13
Properties=species:S:1:pos:R:3 method="wB97M-V/def2-TZVPD" charge=0 gap_ha="0.290 / 0.287" homo_ev="-7.5 / -7.5" lumo_energy_ev="0.36 / 0.36" mol_weight_da=111.10
C -1.323 -0.752 0.425
C 0.850 -1.575 -0.069
C -2.471 -1.027 -0.052
C 2.092 0.247 0.223
C 0.721 0.690 0.074
N -0.079 -0.439 0.161
O 0.523 -2.698 0.020
O 2.062 -1.085 -0.089
H -3.133 -1.566 0.556
H -2.782 -0.731 -1.060
H 2.671 0.792 -0.688
H 2.478 0.261 1.268
H 0.439 1.762 -0.020

Version x
13
Properties=species:S:1:pos:R:3 method="wB97M-V/def2-TZVPD" charge=0 gap_ha=0.339 smiles="C=COc1cnco1" homo_ev=-8.5 lumo_energy_ev=0.70 mol_weight_da=111.10
C 0.940 2.779 -0.559
C 1.106 1.458 -0.149
O -0.262 0.715 -0.264
C -0.513 -0.545 -0.013
C 0.147 -1.790 -0.219
N -0.679 -2.754 0.439
C -1.687 -2.087 0.997
O -1.602 -0.741 0.854
H 0.001 3.168 -1.312
H 1.830 3.476 -0.800
H 1.998 0.840 0.187
H 1.246 -1.925 -0.492
H -2.525 -2.593 1.332

Stability order, top to bottom: version x, version w